(1)
C8H22N2O2Si in the gas phase in a non-equilibrium geometry, computed with the ωB97M-V functional and the def2-TZVPD basis.

## Properties
- charge = 0
- 2S+1 = 1
- Kohn-Sham gap (eV) = 9.48
- HOMO (eV) = -8.6
- ΔE to the lowest compared entry with this formula, charge and spin (eV) = 0.0000
- SMILES = CCO[Si](N)(OCC)N(C)C(C)C
- maximum force (eV Å⁻¹) = 5.08

Geometry (Å):
C  0.228  2.140  -2.885
C  1.292  1.504  -1.938
O  0.673  1.408  -0.703
Si  0.973  0.072  0.193
N  2.634  0.306  0.622
O  0.912  -1.188  -0.872
C  0.968  -2.495  -0.927
C  -0.483  -3.008  -1.473
N  -0.057  0.166  1.598
C  0.568  -0.499  2.735
C  -1.493  0.349  1.586
C  -2.117  0.185  0.179
C  -1.847  1.714  2.141
H  -0.699  1.660  -2.789
H  0.092  3.200  -2.649
H  0.491  2.079  -3.906
H  2.293  2.046  -1.983
H  1.676  0.546  -2.233
H  3.137  -0.428  1.138
H  2.916  1.152  0.922
H  1.698  -2.833  -1.726
H  1.170  -2.966  0.027
H  -1.262  -2.711  -0.797
H  -0.659  -2.660  -2.511
H  -0.391  -4.046  -1.574
H  1.376  0.086  3.128
H  -0.202  -0.523  3.508
H  0.769  -1.613  2.472
H  -2.062  -0.278  2.191
H  -2.057  1.091  -0.402
H  -1.577  -0.576  -0.232
H  -3.118  -0.012  0.182
H  -1.252  2.522  1.713
H  -1.656  1.562  3.166
H  -2.932  2.047  2.098

(2)
C8H22N8O12Zn2 as an isolated structure in a non-equilibrium geometry, computed with the ωB97M-V functional and the def2-TZVPD basis.

## Properties
- charge = +1
- 2S+1 = 2
- Kohn-Sham gap (alpha / beta) (eV) = 5.16 / 3.96
- HOMO (alpha / beta) (eV) = -11.8 / -11.8
- maximum force (eV Å⁻¹) = 15.54

Geometry (Å):
Zn  1.733  1.753  -2.181
Zn  -0.703  2.410  -0.316
C  0.681  4.120  -1.607
O  1.188  3.283  -0.876
O  -0.532  4.149  -1.340
O  0.829  3.572  -2.698
C  0.262  0.070  -0.748
O  -0.049  0.605  0.310
O  1.460  0.183  -0.928
O  -0.048  0.783  -1.745
C  3.420  1.011  2.291
O  3.896  1.286  3.376
N  3.171  -0.151  1.913
N  3.057  1.935  1.411
H  3.124  -0.951  2.529
H  2.750  -0.291  1.006
H  3.260  2.905  1.607
H  2.364  1.857  0.680
C  -1.459  2.477  2.796
O  -1.029  3.117  1.798
N  -2.500  2.774  3.554
N  -0.687  1.565  3.356
H  -2.747  2.100  4.265
H  -3.099  3.534  3.266
H  0.027  1.184  2.751
H  -0.988  1.054  4.173
C  -3.768  -1.183  1.563
O  -4.491  -0.266  1.541
N  -3.929  -2.378  2.143
N  -2.508  -1.103  1.291
H  -4.867  -2.499  2.497
H  -3.270  -3.136  2.044
H  -2.239  -0.174  1.582
H  -1.941  -1.882  1.593
C  -1.735  0.190  -5.378
O  -1.133  1.197  -5.716
N  -1.456  -0.439  -4.380
N  -2.765  -0.261  -6.050
H  -0.811  0.027  -3.758
H  -2.188  -1.117  -4.229
H  -3.004  0.286  -6.864
H  -3.313  -1.095  -5.890
C  2.101  -3.857  -0.010
C  3.456  -3.113  -0.222
O  3.392  -2.036  -1.167
O  1.184  -2.955  0.638
H  2.280  -4.677  0.685
H  1.788  -4.331  -0.940
H  4.082  -3.809  -0.780
H  4.061  -2.955  0.672
H  2.907  -1.277  -0.835
H  0.787  -3.493  1.326

(3)
C8H22NbO2 as an isolated structure in a non-equilibrium geometry, computed with the ωB97M-V functional and the def2-TZVPD basis.

## Properties
- charge = -1
- 2S+1 = 1
- Kohn-Sham gap (eV) = 7.42
- HOMO (eV) = -4.3
- maximum force (eV Å⁻¹) = 1.65

Geometry (Å):
C  3.898  1.491  1.114
C  3.240  1.250  -0.239
C  3.489  -0.163  -0.776
C  2.487  -1.186  -0.204
C  1.291  -1.475  -1.136
Nb  -0.696  -1.580  -0.112
O  -2.571  -1.310  0.396
C  -3.198  -0.303  1.152
C  -3.479  0.910  0.271
C  -4.626  0.643  -0.701
O  -3.779  1.992  1.167
H  3.617  2.452  1.549
H  4.987  1.479  1.019
H  3.616  0.711  1.825
H  3.615  1.992  -0.950
H  2.161  1.405  -0.154
H  4.520  -0.449  -0.529
H  3.420  -0.164  -1.866
H  3.006  -2.122  0.023
H  2.126  -0.802  0.753
H  1.222  -0.671  -1.878
H  1.446  -2.413  -1.680
H  -1.144  -1.471  -1.928
H  -0.156  0.137  0.319
H  0.090  -1.917  1.541
H  -0.533  -3.414  -0.045
H  -2.617  0.009  2.023
H  -4.161  -0.686  1.518
H  -2.564  1.150  -0.280
H  -5.557  1.030  -0.280
H  -4.472  1.120  -1.670
H  -4.728  -0.429  -0.874
H  -3.945  2.782  0.631

(4)
C8H23BMnO5 as an isolated structure in a non-equilibrium geometry, computed with the ωB97M-V functional and the def2-TZVPD basis.

## Properties
- charge = -2
- 2S+1 = 6
- Kohn-Sham gap (alpha / beta) (eV) = 4.68 / 5.15
- HOMO (alpha / beta) (eV) = 0.6 / 0.1
- ΔE to the lowest compared entry with this formula, charge and spin (eV) = 1.0502
- maximum force (eV Å⁻¹) = 2.74

Geometry (Å):
Mn  22.965  27.642  -0.248
C  27.183  26.899  -0.853
C  25.908  27.431  -1.550
O  25.095  28.171  -0.705
H  27.670  26.130  -1.463
H  26.949  26.510  0.139
H  27.796  27.797  -0.739
H  25.297  26.613  -1.978
H  26.178  28.085  -2.400
O  20.975  27.374  0.442
C  20.900  28.294  1.514
C  21.677  29.633  1.414
O  22.897  29.594  0.710
H  21.176  27.798  2.477
H  19.803  28.434  1.614
H  21.733  30.152  2.394
H  21.075  30.330  0.786
B  22.112  28.168  -2.576
H  21.291  28.681  -3.230
H  21.751  27.143  -2.149
H  23.093  28.060  -3.206
H  22.387  28.873  -1.698
C  24.717  27.299  2.372
O  23.774  26.702  1.492
C  24.028  25.320  1.402
C  23.223  24.630  0.291
O  23.220  25.462  -0.832
C  22.851  24.754  -2.002
H  25.707  27.158  1.927
H  24.660  26.766  3.328
H  24.567  28.370  2.455
H  23.804  24.881  2.385
H  25.081  25.060  1.224
H  22.189  24.492  0.637
H  23.711  23.655  0.161
H  22.681  25.482  -2.792
H  21.890  24.252  -1.838
H  23.619  24.020  -2.257

(5)
C8H23CdNO5 as an isolated structure in a non-equilibrium geometry, computed with the ωB97M-V functional and the def2-TZVPD basis.

## Properties
- charge = 0
- 2S+1 = 1
- Kohn-Sham gap (eV) = 7.14
- HOMO (eV) = -7.0
- ΔE to the lowest compared entry with this formula, charge and spin (eV) = 0.0217
- maximum force (eV Å⁻¹) = 2.28

Geometry (Å):
Cd  -0.004  0.362  0.116
C  -0.792  -1.346  2.643
O  -0.834  -1.167  1.275
H  -1.456  -0.642  3.174
H  -1.103  -2.352  2.968
H  0.217  -1.191  3.068
C  -0.301  2.602  2.367
O  0.241  2.142  1.177
H  0.461  2.626  3.166
H  -0.686  3.631  2.289
H  -1.117  1.967  2.746
C  -2.993  1.416  -0.901
O  -1.864  0.601  -1.198
C  -2.164  -0.532  -1.990
C  -1.042  -1.563  -1.822
N  0.315  -0.984  -1.615
C  1.380  -1.961  -1.263
C  2.494  -1.287  -0.480
O  2.025  -0.493  0.585
C  3.012  0.078  1.400
H  -2.636  2.311  -0.391
H  -3.550  0.877  -0.127
H  -3.595  1.703  -1.760
H  -2.270  -0.242  -3.042
H  -3.087  -1.007  -1.649
H  -1.065  -2.296  -2.638
H  -1.214  -2.153  -0.913
H  0.585  -0.694  -2.554
H  1.827  -2.344  -2.185
H  0.958  -2.814  -0.729
H  3.146  -0.706  -1.153
H  3.215  -2.023  -0.092
H  3.675  0.763  0.868
H  3.606  -0.696  1.899
H  2.508  0.623  2.195
O  0.606  1.955  -1.595
H  0.561  2.025  -2.556
H  0.937  2.811  -1.284

(6)
A 5-piece molecular cluster, C8H23ClN8O6P overall in a non-equilibrium geometry, computed with the ωB97M-V functional and the def2-TZVPD basis.

## Properties
- charge = -1
- 2S+1 = 1
- Kohn-Sham gap (eV) = 4.51
- HOMO (eV) = -2.2
- maximum force (eV Å⁻¹) = 2.62

Geometry (Å):
C  5.519  -2.422  3.188
P  4.472  -1.001  2.497
O  5.451  0.024  1.540
C  3.185  -1.800  1.345
Cl  2.591  -0.515  0.178
C  2.006  -2.247  2.350
C  1.659  -1.001  3.240
O  0.815  -0.208  2.810
H  4.922  -2.961  3.979
H  6.416  -1.941  3.664
H  5.796  -3.195  2.414
H  5.439  0.862  2.016
H  1.118  -2.651  1.809
H  2.490  -3.024  3.016
H  2.126  -0.821  4.244
C  -2.762  2.178  4.442
O  -3.530  2.972  4.975
N  -2.793  1.908  3.110
N  -1.811  1.499  5.134
H  -2.171  1.263  2.655
H  -3.481  2.390  2.561
H  -1.752  1.671  6.121
H  -1.174  0.845  4.711
C  -0.404  -2.325  -2.635
O  -0.320  -3.309  -1.914
N  -0.856  -2.393  -3.921
N  -0.060  -1.077  -2.228
H  -0.931  -1.595  -4.531
H  -1.123  -3.297  -4.265
H  0.282  -0.974  -1.283
H  -0.127  -0.263  -2.813
C  -0.208  1.604  -4.982
O  -0.396  0.421  -5.251
N  1.023  2.180  -5.041
N  -1.213  2.431  -4.600
H  1.199  3.142  -4.823
H  1.790  1.594  -5.318
H  -2.134  2.034  -4.542
H  -1.086  3.398  -4.370
C  -3.543  1.247  -1.396
O  -3.049  2.240  -1.908
N  -4.493  1.309  -0.422
N  -3.171  -0.002  -1.771
H  -4.906  0.502  0.007
H  -4.787  2.222  -0.126
H  -2.469  -0.073  -2.486
H  -3.549  -0.843  -1.376